[1]
{
  "formula": "C15H14Cl12F4I2NO2",
  "method": "ωB97M-V/def2-TZVPD",
  "symbols": ["C", "C", "I", "C", "I", "C", "C", "C", "O", "O", "C", "C", "N", "C", "C", "F", "F", "C", "F", "F", "H", "H", "H", "H", "H", "H", "H", "H", "H", "H", "C", "Cl", "Cl", "Cl", "H", "C", "Cl", "Cl", "Cl", "H", "C", "Cl", "Cl", "Cl", "H", "C", "Cl", "Cl", "Cl", "H"],
  "positions_angstrom": [[-1.661, -2.419, -2.358], [-0.910, -1.193, -1.797], [-0.207, -0.092, -3.546], [0.342, -1.583, -0.893], [2.244, -0.734, -1.507], [0.095, -1.446, 0.608], [-0.192, -2.619, 1.356], [-0.311, -3.993, 0.704], [-0.921, -4.219, -0.308], [0.340, -5.014, 1.318], [-0.397, -2.634, 2.722], [-0.309, -1.373, 3.355], [-0.077, -0.290, 2.651], [0.119, -0.273, 1.327], [0.354, 1.119, 0.727], [-0.107, 1.258, -0.510], [1.689, 1.373, 0.816], [-0.308, 2.252, 1.571], [-0.367, 3.377, 0.869], [-1.602, 1.828, 1.798], [-0.914, -3.124, -2.731], [-2.281, -2.842, -1.568], [-2.273, -2.071, -3.191], [-1.562, -0.493, -1.274], [0.513, -2.641, -1.082], [0.805, -4.704, 2.107], [-0.602, -3.537, 3.275], [-0.439, -1.288, 4.419], [-0.042, 0.559, 3.211], [0.177, 2.384, 2.558], [-0.580, 4.288, 4.895], [0.277, 5.507, 5.818], [0.499, 2.908, 4.549], [-2.019, 3.740, 5.744], [-0.883, 4.721, 3.949], [1.252, -3.135, 6.810], [1.453, -1.505, 7.447], [0.859, -3.062, 5.071], [2.693, -4.101, 7.077], [0.421, -3.605, 7.321], [0.145, 0.755, -7.751], [0.878, 0.743, -6.127], [1.239, 0.020, -8.919], [-1.407, -0.082, -7.727], [-0.024, 1.779, -8.041], [0.726, 5.110, -7.036], [2.361, 5.309, -7.663], [0.511, 3.475, -6.382], [0.373, 6.326, -5.808], [0.030, 5.244, -7.855]],
  "atomic_forces_ev_per_a": [[0.2972, 0.9347, 0.3326], [0.9366, 0.2944, -0.3627], [-1.5814, -0.2912, 0.3256], [-0.5272, 0.0337, -0.3246], [0.5182, -0.6879, 0.9918], [-0.0433, -0.6436, -0.5180], [-0.0307, -0.9840, 0.0107], [0.0869, -1.0981, -1.2029], [0.3760, 0.5033, 1.1925], [-0.2884, 0.8976, 0.1868], [0.0514, 2.3257, -0.4872], [-0.8306, -1.8770, 0.0003], [0.0601, 0.1761, 0.6483], [-0.0831, 0.6290, -1.2462], [0.1408, 1.0862, 1.2520], [0.2872, -0.4329, -0.1995], [-0.0536, 0.0357, -0.3627], [-0.5342, -1.0923, 0.0798], [0.3000, 0.1045, 0.0684], [0.0414, 0.2140, 0.1200], [-0.3539, -0.1434, 0.0539], [0.0587, -0.2266, -0.3204], [-0.0721, -0.2365, 0.1516], [0.0609, -0.1712, -0.0469], [0.0567, 0.2448, 0.0175], [0.1775, -0.1878, -0.0770], [-0.2337, 0.1091, -0.0866], [-0.1754, 0.4940, -0.1349], [-0.0438, 0.1474, -0.3375], [-0.2234, 0.2525, -1.1758], [-0.2996, 0.3043, 0.2549], [0.0156, -0.1156, -0.1069], [0.3745, 0.0429, 0.8537], [0.0601, -0.0451, -0.0995], [0.0555, -0.0793, -0.0255], [0.4100, -0.0753, 0.3582], [-0.0957, -0.0410, -0.0916], [0.8494, -0.7933, 1.2670], [-0.1207, 0.0378, -0.0620], [-0.0411, 0.0175, -0.1027], [-0.0260, -0.5809, -0.1470], [0.4194, -0.5198, -0.8906], [-0.0102, 0.0598, 0.0714], [0.0338, 0.0642, 0.0472], [0.0246, 0.0599, 0.0481], [-0.0234, 0.1032, 0.1094], [-0.0547, -0.0333, -0.0134], [0.0682, 1.2236, -0.0006], [-0.0262, -0.0365, -0.0464], [0.0117, -0.0031, 0.0276]],
  "max_force_ev_per_a": 2.38,
  "total_energy_ha": -7302.035290,
  "molar_mass_g_mol": 995.518,
  "homo_energy_ha": -0.395,
  "total_charge": 1
}

=====

[2]
{
  "formula": "C18H35AlBBrClN3O12PS2",
  "method": "ωB97M-V/def2-TZVPD",
  "symbols": ["N", "B", "O", "C", "C", "O", "N", "O", "O", "Al", "Cl", "Br", "O", "C", "C", "C", "C", "C", "C", "C", "C", "C", "C", "P", "N", "O", "H", "H", "H", "H", "H", "H", "H", "H", "H", "H", "H", "H", "H", "H", "H", "H", "H", "H", "H", "O", "S", "O", "O", "C", "C", "C", "H", "H", "H", "H", "H", "H", "H", "H", "O", "S", "O", "O", "C", "C", "C", "H", "H", "H", "H", "H", "H", "H", "H"],
  "positions_angstrom": [[1.335, -2.871, 0.066], [2.079, -1.640, -0.024], [2.621, -1.059, 1.153], [2.323, -0.903, -1.427], [3.738, -0.263, -1.360], [4.683, -1.367, -1.226], [5.992, -0.803, -1.269], [6.527, -1.046, -2.272], [2.464, -1.932, -2.382], [1.468, -1.628, -3.805], [2.410, -1.464, -5.753], [0.029, -3.490, -3.940], [0.809, -0.118, -3.139], [1.166, 0.098, -1.831], [-0.073, -0.007, -0.905], [-1.090, -1.117, -1.180], [-2.206, -0.654, -2.124], [-3.037, -1.811, -2.628], [-3.185, -2.058, -3.986], [-3.931, -3.148, -4.421], [-4.541, -3.999, -3.509], [-4.414, -3.738, -2.151], [-3.671, -2.652, -1.706], [1.850, 1.838, -1.545], [0.558, 2.899, -1.916], [1.887, 1.908, 0.129], [1.621, -3.370, 0.900], [0.335, -2.722, 0.158], [3.549, -1.309, 1.223], [3.879, 0.351, -0.473], [3.976, 0.273, -2.269], [0.222, -0.051, 0.143], [-0.624, 0.927, -1.015], [-0.658, -2.028, -1.580], [-1.572, -1.338, -0.231], [-1.780, -0.146, -2.983], [-2.862, 0.043, -1.607], [-2.688, -1.415, -4.692], [-4.003, -3.333, -5.480], [-5.091, -4.851, -3.869], [-4.894, -4.390, -1.436], [-3.577, -2.468, -0.649], [-0.117, 2.917, -1.149], [0.941, 3.836, -1.933], [2.058, 1.041, 0.524], [-2.457, -5.133, 2.647], [-2.803, -3.747, 2.637], [-2.064, -2.817, 1.844], [-2.851, -3.221, 4.138], [-1.676, -3.436, 4.950], [-0.542, -2.491, 4.603], [-4.515, -3.565, 2.276], [-1.367, -4.480, 4.871], [-2.009, -3.268, 5.972], [-0.151, -2.683, 3.605], [0.272, -2.613, 5.317], [-0.884, -1.457, 4.627], [-5.083, -4.247, 2.902], [-4.641, -3.815, 1.224], [-4.802, -2.532, 2.454], [1.182, 6.226, -0.123], [1.960, 5.693, 0.957], [1.332, 4.886, 1.953], [2.706, 6.910, 1.677], [1.898, 8.018, 2.111], [1.100, 7.711, 3.364], [3.383, 4.887, 0.326], [1.250, 8.339, 1.293], [2.605, 8.823, 2.304], [0.343, 6.953, 3.176], [0.601, 8.615, 3.716], [1.754, 7.336, 4.151], [3.860, 5.542, -0.397], [3.044, 3.971, -0.154], [4.052, 4.654, 1.150]],
  "atomic_forces_ev_per_a": [[0.1917, 0.3904, 0.7427], [-0.4480, 0.0501, -0.1518], [0.2454, -0.4966, -0.1490], [1.0248, -1.0299, 0.3798], [-0.0552, -0.4169, 0.2964], [-0.0890, -0.0073, -0.2007], [-0.1662, 0.3431, 0.2536], [0.1467, -0.2851, -0.0538], [-0.6560, 0.4110, -0.6761], [0.1675, -0.4021, 0.2811], [-0.1090, 0.1295, 0.2726], [0.0430, 0.2373, -0.1492], [0.0630, 0.1523, -0.7211], [-0.4223, 0.2955, 1.1723], [-0.1042, -0.1015, -0.2412], [-0.3036, 0.4030, -0.0689], [0.0216, -0.5052, -0.4564], [-0.1457, 0.1776, 0.4809], [-0.2317, -0.3218, 0.3940], [0.1002, 0.1316, 0.1009], [0.2483, 0.3872, -0.1068], [0.0314, 0.0540, 0.0207], [-0.1207, -0.1669, -0.7133], [0.5838, 0.5276, -1.1477], [0.0463, -0.2439, 0.9925], [-0.2000, -0.2037, -0.0377], [-0.1910, -0.0173, 0.2151], [-0.1014, -0.3251, -0.5562], [0.2217, 0.3511, 0.1044], [-0.0204, 0.4567, -0.1089], [0.0100, 0.1489, -0.2341], [0.1709, 0.0300, 0.1230], [-0.1272, 0.1444, 0.1069], [0.2266, -0.1092, -0.0279], [0.0494, -0.3647, 0.1887], [0.1557, 0.1852, -0.0678], [-0.0285, 0.2598, 0.1286], [0.1023, 0.0831, -0.1700], [-0.0716, -0.1135, -0.1608], [-0.1694, -0.2093, 0.0230], [-0.0564, -0.1162, 0.1049], [0.1114, 0.0876, 0.2250], [-0.2315, -0.1050, -0.2505], [-0.0002, 0.1270, -0.3250], [0.0384, 0.0034, 0.2054], [0.1778, -0.0588, -0.0453], [-0.3425, 0.1321, 0.1404], [0.1779, -0.0539, -0.1621], [-0.1049, 0.0126, 0.0044], [0.4376, -0.0153, 0.2524], [-0.0607, 0.0108, -0.2083], [-0.0617, -0.0012, 0.0268], [-0.0745, -0.0111, -0.1155], [-0.1680, 0.0231, -0.0540], [0.0107, -0.0158, 0.0080], [-0.0387, -0.0150, 0.0553], [0.0096, 0.0099, 0.0577], [0.0118, -0.0080, 0.0097], [0.0435, -0.0106, -0.0222], [0.0216, 0.0170, -0.0136], [-0.1528, -0.0348, -0.0247], [0.2561, 0.0301, 0.0252], [-0.1329, -0.0263, 0.0031], [0.1216, -0.0323, -0.0051], [-0.2568, 0.3122, 0.1454], [-0.0412, -0.1859, -0.0277], [0.0900, 0.0230, -0.1004], [0.0126, -0.1123, -0.0489], [0.1252, -0.0872, -0.0566], [-0.0038, 0.0080, -0.0206], [0.0535, 0.0447, -0.0206], [0.0209, 0.0514, 0.0185], [-0.0156, 0.0351, 0.0222], [-0.0283, -0.0419, 0.0836], [-0.0387, -0.0256, 0.0356]],
  "max_force_ev_per_a": 1.50,
  "relative_energy_kcal_mol": 0.00,
  "total_energy_ha": -6213.551814,
  "molar_mass_g_mol": 733.746,
  "homo_energy_ha": -0.192,
  "total_charge": -1
}

=====

[3]
{
  "formula": "C20H40AsF6HgO10S5",
  "method": "ωB97M-V/def2-TZVPD",
  "symbols": ["Hg", "As", "F", "F", "F", "F", "F", "F", "C", "C", "C", "S", "O", "O", "C", "H", "H", "H", "H", "H", "H", "H", "H", "C", "C", "C", "S", "O", "O", "C", "H", "H", "H", "H", "H", "H", "H", "H", "C", "C", "C", "S", "O", "O", "C", "H", "H", "H", "H", "H", "H", "H", "H", "C", "C", "C", "S", "O", "O", "C", "H", "H", "H", "H", "H", "H", "H", "H", "C", "C", "C", "S", "O", "O", "C", "H", "H", "H", "H", "H", "H", "H", "H"],
  "positions_angstrom": [[-3.673, -4.262, 1.624], [-0.916, -0.462, -3.265], [-1.803, -1.496, -4.526], [-0.368, 0.644, -4.545], [-0.122, 0.356, -1.819], [-1.505, -1.553, -1.891], [0.415, -1.645, -3.430], [-2.390, 0.568, -3.002], [6.301, -0.853, 0.322], [6.532, 0.560, 0.954], [7.646, 1.276, 0.041], [7.712, 0.374, -1.551], [8.884, -0.485, -1.697], [7.432, 1.290, -2.663], [6.155, -0.564, -1.131], [5.527, -1.487, 0.756], [7.183, -1.442, 0.573], [6.942, 0.351, 1.942], [5.576, 1.083, 0.953], [8.622, 1.332, 0.524], [7.324, 2.296, -0.166], [6.056, -1.353, -1.877], [5.246, 0.032, -1.213], [-0.482, 3.160, 6.121], [-0.429, 2.440, 7.505], [-0.429, 0.914, 7.274], [-1.831, 0.985, 6.033], [-3.098, 1.055, 6.711], [-1.665, -0.033, 4.999], [-1.521, 2.585, 5.230], [0.457, 2.800, 5.699], [-0.381, 4.236, 5.985], [-1.310, 2.607, 8.125], [0.385, 2.804, 8.132], [-0.887, 0.210, 7.969], [0.537, 0.584, 6.893], [-2.392, 3.240, 5.191], [-1.080, 2.394, 4.252], [1.395, 7.366, -1.226], [1.020, 7.794, 0.200], [2.263, 8.296, 0.810], [3.649, 7.990, -0.211], [4.694, 7.343, 0.537], [3.923, 9.134, -1.109], [2.760, 6.702, -1.149], [1.377, 8.197, -1.931], [0.725, 6.645, -1.695], [0.800, 6.933, 0.832], [0.167, 8.467, 0.288], [2.395, 7.949, 1.835], [2.311, 9.383, 0.875], [2.698, 5.804, -0.534], [3.270, 6.463, -2.082], [-9.007, 0.816, -4.113], [-10.431, 0.671, -3.635], [-10.775, -0.808, -3.742], [-10.008, -1.315, -5.376], [-10.978, -0.948, -6.368], [-9.609, -2.720, -5.258], [-8.592, -0.090, -5.275], [-8.345, 0.590, -3.277], [-8.660, 1.824, -4.342], [-11.091, 1.437, -4.042], [-10.651, 0.914, -2.596], [-11.824, -1.101, -3.697], [-10.318, -1.382, -2.936], [-8.637, 0.432, -6.231], [-7.646, -0.624, -5.366], [2.553, -10.373, -0.130], [2.325, -9.463, -1.370], [2.790, -8.059, -0.810], [1.992, -7.974, 0.943], [0.739, -7.241, 0.829], [2.964, -7.508, 1.898], [1.830, -9.804, 1.105], [3.589, -10.605, 0.118], [2.090, -11.356, -0.213], [1.304, -9.282, -1.705], [2.848, -9.900, -2.220], [2.521, -7.109, -1.271], [3.837, -8.052, -0.504], [0.756, -9.986, 1.065], [2.336, -9.993, 2.051]],
  "atomic_forces_ev_per_a": [[0.1402, 0.1108, -0.1141], [-1.3843, -1.2983, 0.7476], [0.9327, 1.6035, 1.8648], [-0.1537, -1.1363, 1.6726], [-0.3787, -0.3683, -2.2652], [-0.0426, 0.6334, -1.4218], [-0.7627, 1.6748, 0.0281], [1.7184, -1.1867, -0.4308], [1.2683, 0.0232, 0.8313], [0.9556, -1.3159, -0.9643], [-1.0950, 0.0293, 1.2841], [-0.2272, 0.5616, -1.4487], [-1.5228, 0.6192, 0.9056], [0.0562, -0.7931, 1.3653], [-0.1633, -0.5602, -0.8884], [-0.6067, 0.5567, -0.1225], [0.3650, -0.0679, -0.4071], [-0.2308, 0.6705, 0.1226], [0.3283, 0.3436, 0.1826], [0.0125, -0.3476, -0.2214], [0.1307, -0.1143, -0.3713], [0.2970, -0.2799, 0.2797], [0.3912, 0.6813, -0.5721], [2.4300, -0.6932, 0.4246], [-0.8148, 0.6720, 1.4203], [-0.9163, 1.2701, -1.3948], [-0.3281, -1.3761, -2.3430], [0.4442, 0.0562, 0.5825], [0.1362, 0.2831, 0.7852], [-0.0993, -0.0800, 0.1267], [0.3993, 0.1295, -0.2055], [-0.3783, 0.0782, 0.9571], [-0.2501, 0.4690, -0.1470], [0.2893, -0.2060, -0.2815], [0.3721, 0.4725, 0.5348], [-0.4096, -0.3401, -0.4274], [-0.3384, -0.6597, -0.0232], [-0.5558, -0.1246, -0.0320], [-0.7898, -0.5450, -0.9476], [-0.6558, -1.2797, -0.5233], [0.5865, 2.8016, 1.9431], [1.0394, -0.4709, -2.2399], [0.4145, 0.3870, 0.2372], [-0.6181, -1.8181, 1.7423], [0.0029, 0.5958, -0.0762], [0.3055, 0.2439, 0.2071], [-0.3661, -0.0922, 0.3383], [-0.5387, -0.3872, -0.4993], [0.2134, 0.1181, -0.2607], [0.4968, -0.2136, -0.2494], [-0.2505, 0.2394, 0.0853], [0.2499, 0.0950, 0.1953], [-0.1011, 0.2965, 0.0206], [2.2324, 0.3248, 1.1236], [-0.9211, 0.1981, 0.1067], [-0.1199, 0.0990, -0.1840], [-0.5608, -1.7701, 1.3697], [0.3953, 0.4540, -0.3216], [0.1639, 1.6405, -0.1789], [-1.2400, -0.1845, -1.3514], [0.0278, -0.4218, 0.1774], [-0.6262, 0.1943, -0.2596], [-0.2904, -0.6721, -1.1027], [0.9624, -0.0297, 0.5388], [-0.0340, 0.2453, -0.6037], [0.5664, -0.0330, -0.2811], [-0.4188, 0.0890, -0.0643], [-0.0787, -0.1340, 1.0333], [-1.4242, -0.6347, 0.4237], [0.5342, 1.2912, 1.4304], [0.0358, -0.7383, 0.7302], [0.0663, 0.6570, -1.2858], [0.4222, -0.9484, 0.0225], [0.1037, -0.1899, -0.0852], [0.2461, 1.0687, -0.4607], [0.1703, 0.5740, -0.3799], [0.0201, -0.1532, -0.5539], [-0.2849, -0.6957, 0.3838], [0.4130, 0.6219, -0.0050], [-0.1545, -0.3551, -0.2827], [0.1101, 0.0060, -0.2582], [0.1092, -0.1606, 0.3261], [-0.4237, -0.3030, -0.0141]],
  "max_force_ev_per_a": 3.46,
  "total_energy_ha": -6517.117623,
  "molar_mass_g_mol": 990.365,
  "homo_energy_ha": -0.431,
  "total_charge": 1
}

=====

[4]
{
  "formula": "C6H12NS",
  "method": "ωB97M-V/def2-TZVPD",
  "symbols": ["C", "C", "C", "C", "C", "C", "N", "S", "H", "H", "H", "H", "H", "H", "H", "H", "H", "H", "H", "H"],
  "positions_angstrom": [[2.769, -2.193, 0.509], [2.868, -0.835, 1.135], [1.771, -0.471, -1.181], [-1.128, -0.113, 0.466], [-1.988, 0.181, 2.788], [-1.816, 0.797, 1.356], [2.313, -0.976, -0.130], [-1.953, -0.831, -0.746], [3.669, -2.633, 0.061], [2.020, -2.806, 0.891], [2.104, -0.645, 1.936], [3.751, -0.231, 1.189], [1.658, -1.057, -2.047], [1.736, 0.551, -1.307], [-2.332, 1.108, 3.473], [-0.976, -0.171, 3.015], [-2.768, -0.548, 2.921], [-1.136, 1.656, 1.463], [-2.685, 1.231, 0.902], [-3.144, -0.139, -0.678]],
  "atomic_forces_ev_per_a": [[1.9668, 1.0955, -0.9604], [-1.1689, 0.7447, 2.2462], [2.0232, -1.6437, 2.0936], [0.9612, -1.4315, -0.3863], [-0.2099, 3.3139, 0.5578], [0.4418, 0.8421, 0.6241], [-1.4957, -0.1712, -2.7195], [-0.3226, 0.6646, 0.0332], [-0.5555, 0.0910, 0.2022], [-1.1830, -1.0889, 0.4207], [0.8203, -0.0331, -0.8067], [0.5524, -0.0855, 0.0904], [-0.6542, -1.1124, -0.7101], [-0.4897, 2.2194, 0.2451], [1.1164, -2.2140, -1.3045], [-0.5048, -0.1135, 0.6581], [-0.0150, -0.5315, -0.3837], [-0.0336, -0.1367, 0.2944], [-1.1883, 0.0210, 0.0022], [-0.0607, -0.4303, -0.1967]],
  "max_force_ev_per_a": 3.37,
  "relative_energy_kcal_mol": 120.43,
  "total_energy_ha": -688.315971,
  "molar_mass_g_mol": 130.236,
  "homo_energy_ha": -0.438,
  "total_charge": 1
}

=====

Frontier orbital gap readings, ordered: 5.8; 7.2; 1.1; 7.2 eV